Entry 1:
{
  "formula": "C4H5NO2",
  "method": "ωB97M-V with the def2-TZVPD basis set",
  "homo_lumo_gap_ev": [7.75, 7.75],
  "molar_mass_da": 99.1,
  "e_lumo_ev": [-0.079, -0.079],
  "largest_force_ev_per_a": 4.34,
  "charge": 0,
  "species": ["C", "C", "C", "C", "N", "O", "O", "H", "H", "H", "H", "H"],
  "xyz": [[-0.66, 0.16, 1.52], [2.08, -0.88, 0.30], [0.07, 0.48, 0.24], [0.85, -0.78, -0.34], [-0.08, -0.46, 2.44], [3.22, -1.09, 0.36], [1.18, -0.68, 2.41], [-1.77, 0.39, 1.57], [-0.60, 0.82, -0.52], [0.74, 1.40, 0.28], [0.91, -0.52, -1.36], [0.44, -1.71, -0.14]]
}



Entry 2:
{
  "formula": "C4H7NO",
  "method": "ωB97M-V with the def2-TZVPD basis set",
  "homo_lumo_gap_ev": 9.29,
  "molar_mass_da": 85.1,
  "e_lumo_ev": 0.693,
  "largest_force_ev_per_a": 0.56,
  "charge": 0,
  "species": ["O", "C", "C", "C", "N", "C", "H", "H", "H", "H", "H", "H", "H"],
  "xyz": [[2.90, 1.09, -0.02], [0.37, -0.04, -0.60], [-0.12, -1.41, -0.18], [-1.29, -0.52, -0.26], [-1.41, 0.21, 1.00], [-0.45, 0.85, 0.12], [2.60, 0.75, 0.84], [2.24, 0.72, -0.64], [0.05, -1.75, 0.85], [0.04, -2.18, -0.93], [-2.05, -0.46, -1.04], [-2.26, 0.77, 1.02], [-0.58, 1.89, -0.15]]
}



Entry 3:
{
  "formula": "C14H52F6O12P",
  "method": "ωB97M-V with the def2-TZVPD basis set",
  "homo_lumo_gap_ev": 7.86,
  "molar_mass_da": 557.5,
  "e_lumo_ev": 2.380,
  "largest_force_ev_per_a": 17.17,
  "charge": -1,
  "species": ["P", "F", "F", "F", "F", "F", "F", "C", "O", "H", "H", "H", "H", "C", "O", "H", "H", "H", "H", "C", "C", "O", "H", "H", "H", "H", "H", "H", "C", "C", "O", "H", "H", "H", "H", "H", "H", "C", "C", "O", "H", "H", "H", "H", "H", "H", "C", "C", "O", "H", "H", "H", "H", "H", "H", "C", "C", "O", "H", "H", "H", "H", "H", "H", "C", "C", "O", "H", "H", "H", "H", "H", "H", "O", "H", "H", "O", "H", "H", "O", "H", "H", "O", "H", "H"],
  "xyz": [[-0.20, 0.34, -0.03], [-1.03, 1.68, -0.45], [-1.31, -0.69, -0.59], [0.66, 0.27, -1.40], [0.77, -0.83, 0.46], [0.87, 1.43, 0.60], [-0.89, 0.37, 1.45], [1.40, 2.23, -2.35], [2.67, 2.64, -1.77], [0.90, 1.55, -1.67], [0.83, 3.15, -2.51], [1.56, 1.72, -3.30], [3.34, 2.03, -2.10], [3.07, -0.08, -0.43], [2.38, 0.16, 0.74], [3.01, -1.10, -0.79], [2.70, 0.60, -1.20], [4.12, 0.16, -0.26], [1.44, 0.12, 0.54], [-1.41, 3.85, 0.58], [-0.54, 3.12, 1.63], [0.64, 3.84, 1.88], [-2.23, 3.20, 0.28], [-0.77, 4.00, -0.30], [-1.78, 4.79, 0.98], [-0.19, 2.13, 1.34], [-1.13, 2.89, 2.53], [1.11, 3.99, 1.05], [-1.47, -1.89, -2.17], [-2.69, -2.75, -2.54], [-3.05, -2.31, -3.82], [-1.71, -0.84, -2.01], [-0.65, -1.89, -2.89], [-1.12, -2.27, -1.22], [-3.56, -2.59, -1.89], [-2.49, -3.81, -2.39], [-3.65, -2.93, -4.23], [0.62, -2.64, -0.20], [1.52, -2.79, 0.97], [2.65, -3.39, 0.51], [-0.35, -2.25, 0.11], [0.40, -3.61, -0.64], [1.02, -1.92, -0.91], [1.19, -3.34, 1.85], [1.85, -1.80, 1.31], [3.13, -3.77, 1.26], [-0.79, -0.62, 3.62], [0.40, -0.73, 4.52], [1.45, -1.32, 3.74], [-1.21, -1.63, 3.59], [-0.56, -0.20, 2.64], [-1.56, 0.03, 4.02], [0.17, -1.36, 5.38], [0.65, 0.23, 4.97], [1.67, -0.72, 3.02], [2.65, -2.03, -3.62], [1.91, -1.04, -2.73], [0.54, -0.96, -3.17], [3.73, -2.03, -3.44], [2.63, -1.83, -4.69], [2.19, -3.01, -3.49], [2.43, -0.08, -2.65], [1.95, -1.39, -1.70], [0.03, -0.63, -2.43], [-3.86, 1.02, 2.64], [-2.55, 1.32, 1.91], [-2.69, 0.83, 0.60], [-3.76, 1.48, 3.63], [-3.92, -0.07, 2.69], [-4.74, 1.45, 2.16], [-1.69, 0.86, 2.39], [-2.34, 2.39, 1.83], [-1.88, 1.04, 0.13], [1.38, 0.09, 2.38], [2.12, -0.03, 1.79], [0.62, 0.20, 1.80], [-1.22, 1.23, -3.27], [-1.00, 1.07, -2.35], [-1.43, 0.36, -3.62], [-2.72, -1.32, 0.75], [-1.84, -1.18, 0.41], [-3.04, -0.45, 0.96], [1.44, 3.08, 0.03], [1.95, 2.99, -0.77], [1.28, 2.19, 0.32]]
}



Entry 4:
{
  "formula": "C14H28BBr2FNO9P2",
  "method": "ωB97M-V with the def2-TZVPD basis set",
  "homo_lumo_gap_ev": 7.19,
  "molar_mass_da": 605.9,
  "e_lumo_ev": 2.268,
  "largest_force_ev_per_a": 4.49,
  "charge": -1,
  "species": ["C", "B", "O", "C", "P", "N", "O", "P", "Br", "C", "C", "C", "F", "O", "C", "Br", "H", "H", "H", "H", "H", "H", "H", "H", "H", "H", "H", "H", "H", "H", "H", "H", "C", "C", "C", "O", "C", "O", "O", "H", "H", "H", "H", "H", "H", "C", "C", "C", "O", "C", "O", "O", "H", "H", "H", "H", "H", "H"],
  "xyz": [[-4.16, -0.59, 2.00], [-3.50, -0.07, 0.57], [-4.27, 0.88, -0.31], [-1.99, -0.51, 0.02], [-2.22, -0.60, -1.88], [-1.17, -1.55, -2.65], [-1.20, 0.72, 0.30], [0.23, 0.54, 1.31], [-0.89, 0.62, 3.34], [1.19, 0.84, -0.35], [1.68, 2.40, -0.55], [0.41, 3.47, -0.75], [2.64, 2.87, 0.49], [0.22, -1.23, 1.17], [-1.16, -1.67, 0.82], [-1.09, -3.54, 0.10], [-5.35, -0.54, 1.95], [-3.81, -1.66, 2.32], [-3.86, 0.16, 2.88], [-3.65, 1.67, -0.52], [-2.09, 0.74, -2.45], [-3.56, -1.08, -2.18], [-1.68, -2.33, -3.17], [0.44, 1.94, 1.59], [1.41, 0.35, 2.11], [2.12, 0.10, -0.30], [0.52, 0.55, -1.29], [2.28, 2.43, -1.58], [0.79, 4.59, -0.81], [-0.35, 3.44, 0.17], [-0.22, 3.20, -1.70], [-1.62, -1.85, 1.90], [5.14, 7.73, -1.21], [3.64, 7.70, -0.98], [3.16, 6.48, -0.26], [1.81, 6.39, -0.69], [1.77, 6.96, -1.93], [0.81, 6.89, -2.69], [2.94, 7.61, -2.21], [5.39, 8.47, -1.98], [5.67, 7.98, -0.29], [5.50, 6.77, -1.57], [3.32, 8.63, -0.48], [3.21, 6.59, 0.83], [3.68, 5.57, -0.55], [-1.67, -9.67, 1.54], [-0.73, -8.77, 0.77], [-0.36, -7.51, 1.50], [-0.04, -6.63, 0.44], [-0.77, -7.04, -0.64], [-0.90, -6.41, -1.68], [-1.35, -8.26, -0.40], [-2.12, -10.41, 0.87], [-1.14, -10.20, 2.34], [-2.49, -9.11, 1.99], [0.16, -9.33, 0.46], [0.49, -7.64, 2.17], [-1.20, -7.07, 2.07]]
}



Entry 5:
{
  "formula": "C4H12N2O",
  "method": "ωB97M-V with the def2-TZVPD basis set",
  "homo_lumo_gap_ev": 9.02,
  "molar_mass_da": 104.2,
  "smiles": "NCCNCCO",
  "e_lumo_ev": 1.003,
  "largest_force_ev_per_a": 5.24,
  "charge": 0,
  "species": ["N", "C", "C", "N", "C", "C", "O", "H", "H", "H", "H", "H", "H", "H", "H", "H", "H", "H", "H"],
  "xyz": [[0.19, 2.73, 1.16], [0.43, 1.77, 2.13], [0.54, 0.31, 1.55], [-0.26, -0.16, 0.36], [-0.14, -0.47, -1.06], [-0.40, -2.03, -1.38], [-0.36, -2.38, -2.74], [-0.54, 3.43, 1.23], [1.08, 3.16, 0.70], [1.36, 1.95, 2.71], [-0.42, 1.84, 2.90], [0.40, -0.35, 2.45], [1.63, 0.11, 1.24], [-1.17, -0.19, 0.70], [0.95, -0.22, -1.30], [-0.58, 0.36, -1.62], [-1.43, -2.15, -0.92], [0.48, -2.54, -0.94], [-0.92, -1.85, -3.27]]
}



Entry 6:
{
  "formula": "C4H13N3O",
  "method": "ωB97M-V with the def2-TZVPD basis set",
  "homo_lumo_gap_ev": 9.77,
  "molar_mass_da": 119.2,
  "e_lumo_ev": -7.606,
  "largest_force_ev_per_a": 12.37,
  "charge": 2,
  "species": ["C", "C", "C", "C", "N", "N", "N", "O", "H", "H", "H", "H", "H", "H", "H", "H", "H", "H", "H", "H", "H"],
  "xyz": [[-1.77, -0.81, 0.03], [1.23, -1.10, -1.34], [0.69, 1.15, -0.21], [1.16, -0.11, -0.04], [-2.59, -0.01, -0.70], [-2.01, -1.18, 1.31], [1.26, 2.12, 0.76], [1.87, -0.39, 1.02], [0.59, -1.86, -0.61], [0.38, -0.51, -1.74], [-1.15, -1.42, -0.47], [0.15, 1.72, -1.08], [1.67, -1.55, -2.09], [-2.45, 0.29, -1.66], [-3.47, 0.24, -0.29], [-1.64, -2.03, 1.59], [-2.82, -0.80, 1.82], [0.50, 2.80, 1.06], [1.92, 2.67, 0.32], [1.84, 1.67, 1.47], [2.21, -1.38, 1.09]]
}



- Which formula does entry 4 have?
  C14H28BBr2FNO9P2



Please write out number 3 again, unchanged.
{
  "formula": "C14H52F6O12P",
  "method": "ωB97M-V with the def2-TZVPD basis set",
  "homo_lumo_gap_ev": 7.86,
  "molar_mass_da": 557.5,
  "e_lumo_ev": 2.380,
  "largest_force_ev_per_a": 17.17,
  "charge": -1,
  "species": ["P", "F", "F", "F", "F", "F", "F", "C", "O", "H", "H", "H", "H", "C", "O", "H", "H", "H", "H", "C", "C", "O", "H", "H", "H", "H", "H", "H", "C", "C", "O", "H", "H", "H", "H", "H", "H", "C", "C", "O", "H", "H", "H", "H", "H", "H", "C", "C", "O", "H", "H", "H", "H", "H", "H", "C", "C", "O", "H", "H", "H", "H", "H", "H", "C", "C", "O", "H", "H", "H", "H", "H", "H", "O", "H", "H", "O", "H", "H", "O", "H", "H", "O", "H", "H"],
  "xyz": [[-0.20, 0.34, -0.03], [-1.03, 1.68, -0.45], [-1.31, -0.69, -0.59], [0.66, 0.27, -1.40], [0.77, -0.83, 0.46], [0.87, 1.43, 0.60], [-0.89, 0.37, 1.45], [1.40, 2.23, -2.35], [2.67, 2.64, -1.77], [0.90, 1.55, -1.67], [0.83, 3.15, -2.51], [1.56, 1.72, -3.30], [3.34, 2.03, -2.10], [3.07, -0.08, -0.43], [2.38, 0.16, 0.74], [3.01, -1.10, -0.79], [2.70, 0.60, -1.20], [4.12, 0.16, -0.26], [1.44, 0.12, 0.54], [-1.41, 3.85, 0.58], [-0.54, 3.12, 1.63], [0.64, 3.84, 1.88], [-2.23, 3.20, 0.28], [-0.77, 4.00, -0.30], [-1.78, 4.79, 0.98], [-0.19, 2.13, 1.34], [-1.13, 2.89, 2.53], [1.11, 3.99, 1.05], [-1.47, -1.89, -2.17], [-2.69, -2.75, -2.54], [-3.05, -2.31, -3.82], [-1.71, -0.84, -2.01], [-0.65, -1.89, -2.89], [-1.12, -2.27, -1.22], [-3.56, -2.59, -1.89], [-2.49, -3.81, -2.39], [-3.65, -2.93, -4.23], [0.62, -2.64, -0.20], [1.52, -2.79, 0.97], [2.65, -3.39, 0.51], [-0.35, -2.25, 0.11], [0.40, -3.61, -0.64], [1.02, -1.92, -0.91], [1.19, -3.34, 1.85], [1.85, -1.80, 1.31], [3.13, -3.77, 1.26], [-0.79, -0.62, 3.62], [0.40, -0.73, 4.52], [1.45, -1.32, 3.74], [-1.21, -1.63, 3.59], [-0.56, -0.20, 2.64], [-1.56, 0.03, 4.02], [0.17, -1.36, 5.38], [0.65, 0.23, 4.97], [1.67, -0.72, 3.02], [2.65, -2.03, -3.62], [1.91, -1.04, -2.73], [0.54, -0.96, -3.17], [3.73, -2.03, -3.44], [2.63, -1.83, -4.69], [2.19, -3.01, -3.49], [2.43, -0.08, -2.65], [1.95, -1.39, -1.70], [0.03, -0.63, -2.43], [-3.86, 1.02, 2.64], [-2.55, 1.32, 1.91], [-2.69, 0.83, 0.60], [-3.76, 1.48, 3.63], [-3.92, -0.07, 2.69], [-4.74, 1.45, 2.16], [-1.69, 0.86, 2.39], [-2.34, 2.39, 1.83], [-1.88, 1.04, 0.13], [1.38, 0.09, 2.38], [2.12, -0.03, 1.79], [0.62, 0.20, 1.80], [-1.22, 1.23, -3.27], [-1.00, 1.07, -2.35], [-1.43, 0.36, -3.62], [-2.72, -1.32, 0.75], [-1.84, -1.18, 0.41], [-3.04, -0.45, 0.96], [1.44, 3.08, 0.03], [1.95, 2.99, -0.77], [1.28, 2.19, 0.32]]
}